# 1
The following is a quantum chemistry calculation of 2 unconnected molecules or ions with the total composition C3H8N2O2, from the OMol25 dataset.

Output
structure (SMILES) = O=C1NCCO1.N
HOMO-LUMO gap = 10.54 eV
LUMO = 0.61 eV
DFT total energy = -10315.6027 eV
energy relative to the best compared isomer or geometry (same formula, charge and spin) = 31.1 kcal per mole
highest occupied orbital energy = -0.36488 Ha

```
15
C3H8N2O2 ωB97M-V/def2-TZVPD
O -1.785 -1.002 -0.763
C -0.722 -0.629 -0.372
N 0.424 -0.281 -1.155
C 1.488 -0.843 -0.326
C 1.039 -0.506 1.094
O -0.388 -0.582 0.968
H 0.502 0.737 -1.192
H 2.473 -0.482 -0.613
H 1.441 -1.927 -0.472
H 1.355 0.498 1.405
H 1.349 -1.232 1.848
N -1.900 1.800 -0.007
H -2.596 1.074 -0.147
H -1.461 1.963 -0.906
H -1.219 1.412 0.639
```

These are the Mulliken partial charges, in e, on atoms 1 to 2: -0.499 0.278

***

# 2
The following is a quantum chemistry calculation of 2 unconnected molecules or ions with the total composition C3H5N4O2 at a distorted geometry, from the OMol25 dataset.

Output
HOMO-LUMO gap = 11.37 eV
LUMO = -4.10 eV
DFT total energy = -13236.3288 eV
energy relative to the best compared isomer or geometry (same formula, charge and spin) = 82.1 kcal per mole
highest occupied orbital energy = -0.56860 Ha
total charge = +1

```
14
C3H5N4O2 ωB97M-V/def2-TZVPD
C 2.202 -0.458 -2.378
C 0.511 -0.395 -0.482
C -1.188 -1.555 0.545
N -0.422 -0.342 0.365
N 1.394 -0.555 -1.235
N -0.805 1.991 1.750
N -0.920 3.087 1.936
O 2.771 0.518 -2.705
O -1.073 4.187 2.006
H 2.288 -1.420 -2.731
H -1.068 -1.735 1.621
H -0.807 -2.337 -0.089
H -2.273 -1.578 0.442
H -0.611 0.593 0.954
```

These are the Mulliken partial charges, in e, on atoms 1 to 2: 0.132 0.569

***

# 3
The following is a quantum chemistry calculation of a gas-phase ion, C5H11O2 (charge -1), from the OMol25 dataset.

Output
structure (SMILES) = [O-]CCCCCO
HOMO-LUMO gap = 5.77 eV
LUMO = 3.52 eV
DFT total energy = -9457.4644 eV
energy relative to the best compared isomer or geometry (same formula, charge and spin) = 59.1 kcal per mole
highest occupied orbital energy = -0.08278 Ha
total charge = -1

```
18
C5H11O2 ωB97M-V/def2-TZVPD
O -1.549 3.228 -0.320
C -1.413 1.983 0.144
C 0.076 1.570 0.340
C 0.276 0.083 0.620
C 0.040 -0.796 -0.630
C 0.921 -2.027 -0.697
O 0.954 -2.722 0.572
H -1.836 1.231 -0.556
H -1.931 1.710 1.115
H 0.528 2.186 1.118
H 0.513 1.790 -0.637
H 1.296 -0.150 0.918
H -0.424 -0.242 1.391
H 0.213 -0.144 -1.486
H -0.989 -1.103 -0.809
H 1.941 -1.741 -0.972
H 0.563 -2.822 -1.357
H 0.820 -2.033 1.247
```

These are the Mulliken partial charges, in e, on atoms 1 to 2: -0.886 -0.396

***

Number 1 is which compound? C3H8N2O2

***

Which of these has the lowest highest occupied orbital energy? C3H5N4O2